DFT (the ωB97M-V functional and the def2-TZVPD basis) results for a gas-phase ion, C5H9ClN (charge +1).

The value obtained for the molecular weight is 118.6 u. The frontier orbital gap is 10.5 eV. As for the SMILES: C[N@H+]1CC=C(Cl)C1. As for the net charge: +1. As for the total energy: -19335.101 eV. As for the LUMO energy: -3.31 eV. Its HOMO energy is -13.81 eV.

Last column: natural (NBO) charge in e.
CARTESIAN COORDINATES (ANGSTROEM)
C -1.3853 -0.9673 -0.8357  -0.431
N -0.7212 0.0584 -0.0525  -0.335
C 0.0540 -0.5775 1.0818  -0.243
C 1.2451 0.3764 1.2636  -0.224
C 1.4024 1.1387 0.1907  -0.076
Cl 2.6762 2.1140 -0.3418  0.124
C 0.3350 0.9601 -0.8279  -0.232
H -0.7358 -1.8339 -1.0259  0.240
H -2.0280 -1.3752 -0.1163  0.229
H -1.9425 -0.7188 -1.7069  0.254
H -1.3197 0.7903 0.2958  0.439
H 0.4300 -1.5914 0.5682  0.219
H -0.4335 -0.9872 1.9157  0.258
H 1.9313 0.3583 2.2383  0.286
H -0.1781 1.9118 -1.0056  0.248
H 0.6702 0.3433 -1.6416  0.244

Cartesian forces (eV/Å) of the 3 atoms listed first:
C 0.06 -1.53 0.35
N 2.18 1.30 -0.39
C 3.20 -1.41 -2.74

=====

DFT (the ωB97M-V functional and the def2-TZVPD basis) results for a gas-phase ion, C5H9ClN4 (charge +2).

The value obtained for the molecular weight is 160.6 u. The frontier orbital gap (spin up / spin down) is 4.7 / 4.7 eV. As for the SMILES: [H]/N=C(/C=C\N)\[NH+]=C/[NH+]=C/Cl. As for the net charge: +2. As for the total energy: -23794.407 eV. As for the LUMO energy (spin up / spin down): -11.04 / -11.03 eV. Its HOMO energy (spin up / spin down) is -15.71 / -15.71 eV.

Last column: natural (NBO) charge in e.
CARTESIAN COORDINATES (ANGSTROEM)
H 0.4479 -0.1232 2.0905  0.384
N -0.1224 -0.4495 1.3214  -0.730
C -0.2651 0.2265 0.2653  0.344
C -1.1345 -0.1084 -0.8022  -0.474
C -2.0049 -1.1949 -0.7577  0.196
N -2.1161 -2.0046 0.2594  -0.667
N 0.4526 1.5066 0.0433  -0.425
C 1.7216 1.7917 -0.0178  0.406
N 2.7717 0.9414 -0.0724  -0.536
C 2.8070 -0.4006 -0.0339  0.222
Cl 4.2449 -1.2067 -0.1231  0.375
H -1.1389 0.5125 -1.6834  0.248
H -2.6436 -1.3651 -1.6197  0.246
H -2.7861 -2.7636 0.2609  0.437
H -1.5400 -1.8324 1.0847  0.446
H -0.1878 2.3024 0.0177  0.476
H 1.9933 2.8450 -0.0550  0.277
H 3.6861 1.3971 -0.1617  0.480
H 1.8830 -0.9644 0.0708  0.292

Cartesian forces (eV/Å) of the 3 atoms listed first:
H -0.01 0.31 0.04
N 0.67 -0.57 0.99
C -1.09 -0.81 -1.17

=====

DFT (the ωB97M-V functional and the def2-TZVPD basis) results for a gas-phase ion, C5H9ClN4O2 (charge +2).

The value obtained for the molecular weight is 192.6 u. The frontier orbital gap is 10.8 eV. As for the SMILES: C/C(=N/N([NH3+])C(=O)Cl)[N+](C)=C=O. As for the net charge: +2. As for the total energy: -27888.165 eV. As for the LUMO energy: -7.82 eV. Its HOMO energy is -18.61 eV.

Last column: natural (NBO) charge in e.
CARTESIAN COORDINATES (ANGSTROEM)
C -1.2823 -0.6075 1.8183  -0.681
C -0.5364 -0.1312 0.6344  0.487
N 0.6955 0.0685 0.7425  -0.270
N 1.7246 0.4453 -0.0304  -0.134
N 2.9346 0.5609 0.7301  -0.516
C 1.7777 0.4864 -1.4205  0.621
O 0.8114 0.2868 -2.0849  -0.516
Cl 3.3653 0.8617 -2.0664  0.103
N -1.3859 0.0355 -0.5505  -0.481
C -2.4738 -0.9355 -0.8034  -0.411
C -1.3249 0.9974 -1.3599  1.037
O -1.3917 1.8950 -2.0372  -0.236
H -2.1709 -0.0041 1.9994  0.265
H -0.6434 -0.5627 2.6962  0.282
H -1.6024 -1.6426 1.6959  0.272
H 2.9024 1.3536 1.4000  0.467
H 3.6857 0.7323 -0.0043  0.469
H 3.1420 -0.3039 1.2680  0.468
H -3.2557 -0.8368 -0.0506  0.255
H -2.9135 -0.7564 -1.7844  0.264
H -2.0582 -1.9427 -0.7926  0.255

Cartesian forces (eV/Å) of the 3 atoms listed first:
C -0.33 -0.17 0.49
C -0.12 0.23 -0.50
N 0.89 -0.05 0.71

=====

DFT (the ωB97M-V functional and the def2-TZVPD basis) results for 2 unconnected molecules or ions with the total composition C5H9ClO.

The value obtained for the molecular weight is 120.6 u. The frontier orbital gap is 8.5 eV. As for the total energy: -19895.444 eV. As for the LUMO energy: -0.20 eV. Its HOMO energy is -8.67 eV.

Last column: natural (NBO) charge in e.
CARTESIAN COORDINATES (ANGSTROEM)
C -0.0954 1.8545 -0.5325  0.063
C 0.1188 0.7256 0.5037  -0.114
C -1.3873 2.4732 -0.6159  -0.659
C 0.7985 -2.9968 0.0114  -0.829
C 1.6832 -2.2418 0.8379  0.034
O 0.0135 0.4217 -0.8449  -0.514
Cl 1.0189 -1.9767 2.3772  0.008
H 0.8765 2.4502 -0.8215  0.190
H -0.7784 0.5782 1.0999  0.173
H -1.6306 2.7904 -1.5809  0.217
H -1.5709 3.3057 0.0344  0.223
H -2.0872 1.7351 -0.5232  0.224
H 1.3613 -3.8264 -0.6579  0.269
H 0.5581 -2.3094 -0.7964  0.309
H 0.0190 -3.5389 0.5993  0.211
H 1.1020 0.5553 0.9094  0.195

Cartesian forces (eV/Å) of the 3 atoms listed first:
C 4.78 -1.70 1.34
C -0.30 2.35 -0.68
C -0.08 1.20 -0.46